DFT (ωB97M-V/def2-TZVPD) results for a structure of composition C14H32N6O6SV.

ORCA input file:
```
! RIJCOSX wB97M-V def2-TZVPD def2/J DEFGRID3
* xyz 0 4
O -0.71 -0.31 -4.60
H -0.55 -0.04 -5.52
V -0.58 -0.06 -0.86
N 0.49 -1.67 -1.16
N -1.83 -1.19 -1.97
N 0.84 1.22 -0.56
N -1.16 1.52 -2.00
O 1.76 -1.85 -0.89
O 2.04 0.97 0.13
O -2.12 1.59 -2.96
O -2.85 -0.85 -2.71
C -1.58 -2.52 -1.77
C -0.37 -2.76 -1.11
C 0.55 2.52 -0.80
C -0.54 2.68 -1.70
C 0.00 -4.00 -0.38
H -0.57 -4.12 0.55
H 1.07 -4.02 -0.16
H -0.23 -4.88 -1.01
C -2.57 -3.55 -2.15
H -2.67 -3.64 -3.24
H -3.56 -3.32 -1.75
H -2.25 -4.52 -1.76
C 1.29 3.67 -0.20
C -0.93 3.99 -2.28
H 2.15 3.32 0.39
H 0.62 4.26 0.45
H 1.63 4.37 -0.97
H -1.75 3.89 -2.99
H -0.06 4.42 -2.80
H -1.23 4.68 -1.48
H 2.19 0.00 0.05
H -2.45 0.59 -3.00
C 0.56 -0.45 -3.97
H 0.54 -1.39 -3.42
H 0.74 0.39 -3.29
H 1.38 -0.51 -4.71
O 3.76 -1.12 -2.47
H 3.76 -0.17 -2.69
H 2.93 -1.30 -1.94
C 2.38 -0.80 3.17
N 1.15 -0.28 3.77
C 0.98 -0.68 5.17
C 0.03 -0.12 2.99
S -0.25 -1.01 1.53
N -0.93 0.75 3.37
C -0.76 1.66 4.48
C -2.06 0.98 2.48
H 2.95 -1.32 3.95
H 2.99 0.01 2.76
H 2.14 -1.49 2.36
H 0.43 0.06 5.75
H 0.45 -1.64 5.24
H 1.97 -0.80 5.60
H -1.20 2.62 4.23
H -1.27 1.30 5.38
H 0.29 1.81 4.72
H -1.74 1.53 1.58
H -2.48 0.02 2.17
H -2.81 1.56 3.02
*
```

⟨S²⟩: 4.168
Relative energy (zero: lowest compared OMol25 entry of this formula, charge and spin) in kcal per mole: 15.4
Molar mass in g/mol: 463.5
Orbital gap (alpha / beta) in eV: 6.6 / 6.4

Löwdin atomic charge list, values in e, 5 entries: -0.126 0.090 0.781 -0.289 -0.188